{
  "formula": "C20H34N3OP",
  "method": "wB97M-V/def2-TZVPD",
  "elements": ["C", "C", "C", "C", "C", "C", "N", "N", "C", "C", "C", "C", "C", "C", "C", "C", "C", "N", "P", "C", "C", "H", "H", "H", "H", "H", "H", "H", "H", "H", "H", "H", "H", "H", "H", "H", "H", "H", "H", "H", "H", "H", "H", "H", "H", "H", "H", "H", "C", "C", "C", "O", "H", "H", "H", "H", "H", "H", "H"],
  "xyz": [[-2.642, 4.225, -0.256], [-1.801, 3.258, -0.602], [-0.614, 2.211, -0.654], [-0.295, 1.081, 0.392], [-1.212, 0.822, 1.682], [-2.714, 0.309, 1.220], [-3.271, -0.721, 2.182], [0.925, 0.431, -0.105], [1.539, -0.670, 0.677], [1.699, -1.756, 1.426], [1.445, 0.974, -1.362], [2.732, 0.614, -2.248], [3.202, -0.934, -2.180], [4.701, -0.950, -1.555], [5.336, -2.423, -1.368], [6.927, -2.198, -1.014], [7.284, -2.596, 0.523], [0.469, 2.057, -1.643], [0.764, 3.003, -3.123], [0.268, 2.052, -4.697], [-0.081, 4.699, -3.083], [-3.460, 5.001, 0.015], [-1.408, 1.775, 2.321], [-0.749, -0.003, 2.336], [-3.463, 1.193, 1.247], [-2.571, -0.110, 0.153], [-2.962, -0.519, 3.153], [-2.893, -1.654, 1.925], [1.962, -2.442, 2.326], [2.609, 0.880, -3.377], [3.620, 1.276, -1.878], [3.317, -1.309, -3.281], [2.463, -1.649, -1.667], [4.690, -0.315, -0.597], [5.369, -0.372, -2.320], [5.258, -3.061, -2.323], [4.827, -2.905, -0.451], [7.213, -1.091, -1.238], [7.560, -2.869, -1.702], [8.425, -2.793, 0.673], [6.896, -1.816, 1.280], [6.747, -3.598, 0.732], [0.357, 2.823, -5.570], [0.958, 1.132, -4.893], [-0.844, 1.707, -4.640], [0.115, 5.272, -4.081], [-1.233, 4.497, -3.083], [0.233, 5.309, -2.157], [-7.657, -1.807, 5.012], [-6.811, -2.229, 3.796], [-6.625, -1.016, 2.865], [-7.486, -3.163, 3.127], [-8.649, -1.439, 4.722], [-7.798, -2.640, 5.710], [-7.158, -0.999, 5.565], [-5.805, -2.462, 4.194], [-7.580, -0.619, 2.500], [-6.012, -1.270, 1.994], [-6.115, -0.201, 3.397]],
  "nbo_charge": [-0.145, -0.110, 0.087, 0.254, -0.492, -0.210, -0.794, -0.407, 0.098, -0.172, 0.481, -0.478, -0.416, -0.400, -0.418, -0.402, -0.628, -0.597, 0.902, -0.940, -0.941, 0.301, 0.265, 0.250, 0.217, 0.198, 0.359, 0.361, 0.306, 0.274, 0.267, 0.222, 0.234, 0.207, 0.203, 0.221, 0.210, 0.201, 0.211, 0.224, 0.209, 0.206, 0.267, 0.252, 0.245, 0.275, 0.244, 0.271, -0.624, 0.127, -0.624, -0.935, 0.187, 0.191, 0.148, 0.044, 0.184, 0.190, 0.142],
  "orbital_gap_ev": 1.4046,
  "fmax_ev_per_a": 7.32,
  "molar_mass_g_mol": 363.49,
  "total_charge": 0
}

***

{
  "formula": "C20H34N6O2",
  "method": "wB97M-V/def2-TZVPD",
  "elements": ["C", "C", "C", "C", "C", "C", "O", "N", "C", "C", "C", "C", "C", "N", "C", "O", "C", "C", "N", "C", "C", "N", "C", "C", "N", "N", "C", "C", "H", "H", "H", "H", "H", "H", "H", "H", "H", "H", "H", "H", "H", "H", "H", "H", "H", "H", "H", "H", "H", "H", "H", "H", "H", "H", "H", "H", "H", "H", "H", "H", "H", "H"],
  "xyz": [[5.760, -0.600, -2.845], [4.402, -0.096, -3.233], [3.948, -0.163, -4.481], [2.583, 0.292, -4.914], [1.651, 0.479, -3.719], [0.401, 1.237, -4.120], [0.505, 2.295, -4.721], [-0.823, 0.733, -3.774], [-2.002, 1.549, -3.996], [-1.064, -0.525, -3.090], [-1.140, -0.416, -1.553], [-0.088, -1.250, -0.817], [-0.273, -2.744, -1.029], [-0.137, -0.977, 0.614], [0.512, 0.087, 1.165], [1.168, 0.869, 0.506], [0.328, 0.223, 2.634], [-0.738, -0.136, 3.420], [-0.383, 0.255, 4.656], [-1.113, 0.165, 5.909], [-2.478, 0.829, 5.832], [-3.423, 0.105, 4.996], [-4.526, 0.967, 4.603], [-3.925, -1.087, 5.659], [0.837, 0.815, 4.641], [1.265, 0.810, 3.426], [2.373, 1.279, -2.630], [3.576, 0.500, -2.122], [5.684, -1.344, -2.046], [6.277, -1.054, -3.689], [6.378, 0.214, -2.456], [4.591, -0.578, -5.252], [2.642, 1.236, -5.463], [2.158, -0.440, -5.608], [1.419, -0.506, -3.311], [-1.700, 2.474, -4.474], [-2.714, 1.022, -4.637], [-2.495, 1.778, -3.047], [-2.007, -0.913, -3.481], [-0.306, -1.248, -3.388], [-1.001, 0.630, -1.269], [-2.126, -0.722, -1.190], [0.904, -0.945, -1.159], [-0.221, -3.004, -2.086], [0.502, -3.307, -0.508], [-1.249, -3.067, -0.657], [-0.549, -1.662, 1.224], [-1.704, -0.567, 3.223], [-1.190, -0.881, 6.205], [-0.491, 0.676, 6.641], [-2.863, 0.953, 6.859], [-2.345, 1.828, 5.414], [-5.206, 0.417, 3.953], [-5.101, 1.333, 5.469], [-4.146, 1.827, 4.053], [-4.613, -1.610, 4.995], [-3.112, -1.771, 5.899], [-4.461, -0.848, 6.592], [2.690, 2.228, -3.070], [1.705, 1.509, -1.800], [3.250, -0.301, -1.445], [4.206, 1.150, -1.509]],
  "nbo_charge": [-0.628, 0.014, -0.199, -0.418, -0.310, 0.707, -0.644, -0.443, -0.417, -0.213, -0.432, -0.036, -0.621, -0.618, 0.657, -0.601, -0.053, -0.066, -0.169, -0.223, -0.231, -0.447, -0.411, -0.419, -0.055, -0.194, -0.395, -0.435, 0.210, 0.211, 0.212, 0.195, 0.235, 0.204, 0.195, 0.252, 0.188, 0.188, 0.203, 0.206, 0.234, 0.200, 0.216, 0.219, 0.221, 0.200, 0.395, 0.248, 0.205, 0.242, 0.179, 0.214, 0.203, 0.168, 0.206, 0.206, 0.197, 0.169, 0.216, 0.238, 0.206, 0.221],
  "de_lowest_kcal_mol": 26.4,
  "orbital_gap_ev": 8.8716,
  "smiles": "CC1=CC[C@H](C(=O)N(C)CC[C@H](C)NC(=O)c2cn(CCN(C)C)nn2)CC1",
  "fmax_ev_per_a": 0.15,
  "molar_mass_g_mol": 390.53,
  "total_charge": 0
}

***

{
  "formula": "C20H34NO6",
  "method": "wB97M-V/def2-TZVPD",
  "elements": ["C", "C", "C", "C", "C", "O", "C", "O", "C", "C", "C", "N", "C", "O", "C", "H", "H", "H", "H", "H", "H", "H", "H", "H", "H", "H", "H", "H", "H", "H", "H", "C", "C", "O", "C", "H", "H", "H", "H", "H", "H", "C", "C", "O", "C", "H", "H", "H", "H", "H", "H", "C", "C", "O", "C", "H", "H", "H", "H", "H", "H"],
  "xyz": [[-3.719, 3.118, 1.291], [-3.099, 2.273, 0.161], [-1.787, 1.665, 0.647], [-1.148, 0.683, -0.326], [-1.895, -0.644, -0.332], [-1.440, -1.377, 0.848], [-2.375, -1.978, 1.550], [-3.429, -2.375, 1.172], [-1.947, -2.165, 2.972], [-0.713, -2.788, 3.222], [-0.326, -2.953, 4.526], [-1.141, -2.537, 5.528], [-2.319, -1.941, 5.306], [-2.980, -1.588, 6.397], [-2.754, -1.738, 3.997], [-2.909, 3.605, 1.828], [-4.192, 2.445, 2.004], [-4.416, 3.859, 0.922], [-3.831, 1.509, -0.099], [-2.940, 2.905, -0.708], [-1.105, 2.489, 0.825], [-2.007, 1.164, 1.593], [-0.154, 0.453, 0.053], [-1.050, 1.080, -1.330], [-2.960, -0.451, -0.306], [-1.623, -1.238, -1.196], [-0.106, -3.119, 2.399], [0.619, -3.405, 4.769], [-0.850, -2.685, 6.488], [-3.906, -1.409, 6.183], [-3.708, -1.279, 3.792], [1.488, -3.641, -3.205], [0.059, -3.407, -3.626], [-0.221, -2.687, -4.555], [-1.013, -4.107, -2.822], [2.152, -3.075, -3.853], [1.634, -3.307, -2.176], [1.735, -4.701, -3.279], [-0.955, -3.784, -1.780], [-0.882, -5.188, -2.871], [-1.992, -3.852, -3.222], [3.191, -0.152, -4.889], [4.033, -0.150, -3.636], [3.604, -0.570, -2.585], [5.433, 0.400, -3.754], [2.211, -0.571, -4.672], [3.070, 0.867, -5.258], [3.673, -0.754, -5.661], [5.400, 1.441, -4.079], [6.003, -0.180, -4.481], [5.929, 0.345, -2.788], [3.024, 3.589, 1.048], [1.721, 4.215, 0.614], [0.864, 3.568, 0.055], [1.539, 5.684, 0.905], [3.028, 2.535, 0.778], [3.860, 4.086, 0.555], [3.142, 3.684, 2.129], [2.317, 6.263, 0.407], [1.598, 5.862, 1.980], [0.566, 6.008, 0.542]],
  "nbo_charge": [-0.597, -0.396, -0.399, -0.420, -0.075, -0.496, 0.759, -0.529, 0.026, -0.224, 0.086, -0.465, 0.579, -0.608, -0.281, 0.200, 0.188, 0.220, 0.184, 0.209, 0.241, 0.167, 0.222, 0.233, 0.205, 0.205, 0.268, 0.253, 0.457, 0.521, 0.265, -0.719, 0.593, -0.537, -0.721, 0.239, 0.229, 0.230, 0.213, 0.234, 0.238, -0.727, 0.602, -0.561, -0.722, 0.241, 0.234, 0.233, 0.232, 0.234, 0.233, -0.723, 0.605, -0.564, -0.723, 0.235, 0.237, 0.229, 0.237, 0.231, 0.237],
  "orbital_gap_ev": 6.7308,
  "fmax_ev_per_a": 1.21,
  "molar_mass_g_mol": 384.49,
  "total_charge": 1
}